122
Properties=species:S:1:pos:R:3:mulliken_spin:R:1 method="wB97M-V/def2-TZVPD" de_lowest_ev=0.0000 multiplicity=4 lumo_ev="1.6 / 1.6" charge=-1 homo_lumo_gap_ha="0.2362 / 0.2401" s2=3.819
Cr -0.47447 -3.79142 0.21054 3.2368
Cs 2.37339 -2.59574 -3.28764 0.0004
P 0.75183 -5.53545 -1.41545 0.0056
O 2.05951 -5.14803 -2.08703 -0.0039
O 0.17489 -6.93265 -1.46250 -0.0042
O -0.30503 -4.38242 -1.59915 -0.0651
O 0.80328 -5.21149 0.12818 0.0006
S 0.43503 -1.28580 0.11206 0.0017
O 0.54011 -0.27570 1.11697 -0.0051
O 1.02358 -2.57188 0.52324 0.0037
O -0.90431 -1.91058 -0.04529 -0.2027
O 0.95735 -0.99083 -1.20653 -0.0002
C 0.97166 0.91909 4.60491 -0.0001
C -0.39824 1.44612 4.19203 0.0001
N -1.14413 1.95976 5.33598 -0.0001
C -1.67735 0.87903 6.17126 0.0000
C -1.88957 1.25182 7.62910 0.0000
C -2.22665 2.82932 4.91588 0.0005
C -1.67461 4.16221 4.39887 0.0000
H 1.46442 0.56427 3.69883 -0.0001
H 0.87561 0.02803 5.23213 0.0000
H 1.53773 1.61532 5.22219 0.0000
H -0.20750 2.24888 3.48113 0.0000
H -0.97773 0.65332 3.70510 -0.0001
H -2.67314 0.56379 5.82918 0.0001
H -1.03108 0.00306 6.12688 -0.0001
H -2.23908 0.34402 8.12154 0.0000
H -0.98366 1.63528 8.10122 0.0000
H -2.62032 2.05522 7.73550 0.0000
H -2.88263 2.98711 5.77184 0.0001
H -2.82413 2.36599 4.12001 -0.0004
H -0.87073 4.44125 5.08369 0.0000
H -2.42353 4.94870 4.51181 0.0000
H -1.28728 4.15158 3.38292 0.0000
C 5.28207 4.35484 -4.69088 0.0000
C 4.35369 3.40918 -3.94193 0.0000
N 3.78952 2.34304 -4.75894 0.0000
C 3.04976 1.37270 -3.98735 0.0000
C 1.68401 1.80143 -3.43881 -0.0001
C 3.07198 2.83646 -5.92315 0.0000
C 2.36790 1.81389 -6.78609 0.0000
H 6.08183 3.78496 -5.16279 0.0000
H 5.74271 5.01014 -3.95074 0.0000
H 4.68604 4.94698 -5.38147 0.0000
H 4.85698 2.89159 -3.12313 0.0000
H 3.50756 3.95978 -3.50581 0.0000
H 3.61102 1.00631 -3.12422 0.0001
H 2.84238 0.46825 -4.56575 0.0000
H 1.68913 2.59890 -2.69400 0.0000
H 1.32856 0.94649 -2.85419 0.0002
H 0.94933 2.01839 -4.21256 -0.0001
H 2.32697 3.59451 -5.63162 0.0000
H 3.76493 3.39008 -6.55973 0.0000
H 1.86752 2.19255 -7.67586 0.0000
H 3.05742 1.05787 -7.17464 0.0000
H 1.65125 1.24332 -6.19276 0.0000
C 1.78948 -2.80876 3.47580 -0.0048
C 3.16328 -2.17889 3.56198 0.0020
N 4.25737 -3.13396 3.34133 0.0001
C 4.42436 -3.99247 4.50296 0.0001
C 5.29390 -5.20815 4.17280 0.0000
C 5.48737 -2.42109 2.91082 0.0000
C 6.22635 -1.62629 3.96446 0.0000
H 1.70357 -3.44882 2.59984 -0.0009
H 0.97288 -2.08453 3.44250 0.0013
H 1.56363 -3.37327 4.38518 -0.0014
H 3.17925 -1.34432 2.85948 -0.0002
H 3.31041 -1.76320 4.56932 0.0001
H 4.86353 -3.45452 5.35464 0.0000
H 3.43906 -4.32924 4.82359 0.0000
H 6.27591 -4.83564 3.87422 0.0000
H 5.43221 -5.90227 5.00008 0.0000
H 4.85520 -5.69819 3.30366 0.0000
H 5.22327 -1.84382 2.02539 0.0000
H 6.17268 -3.18283 2.52971 0.0000
H 5.62614 -0.81780 4.39158 0.0000
H 7.09911 -1.15934 3.50627 0.0000
H 6.50303 -2.21766 4.83777 0.0000
C -2.18827 -1.88958 -3.09940 -0.0029
C -3.33780 -1.08239 -3.70580 0.0023
N -3.00606 -0.37032 -4.93356 -0.0001
C -2.12060 0.75844 -4.57477 0.0003
C -1.75964 1.60748 -5.81132 0.0000
C -4.30087 0.10037 -5.49559 0.0000
C -5.00209 -1.04233 -6.26367 0.0000
H -2.46885 -2.54399 -2.27675 0.0110
H -1.36481 -1.22971 -2.82425 -0.0001
H -1.75216 -2.58204 -3.82584 0.0014
H -4.13539 -1.80974 -3.86716 0.0000
H -3.68296 -0.40661 -2.91134 0.0001
H -2.56905 1.37890 -3.79177 0.0000
H -1.16411 0.37629 -4.21975 -0.0004
H -2.54907 2.33608 -6.00380 0.0000
H -0.86544 2.20427 -5.63131 0.0000
H -1.61502 0.95206 -6.66916 0.0000
H -4.08869 0.91544 -6.18732 0.0000
H -4.97246 0.50406 -4.73099 0.0000
H -5.82228 -0.58244 -6.82363 0.0000
H -5.53726 -1.74477 -5.62257 0.0000
H -4.37511 -1.61206 -6.94536 0.0000
C -6.00305 1.22650 1.85645 -0.0001
C -4.50003 1.32450 2.06863 0.0007
N -3.76342 1.11893 0.81954 -0.0006
C -2.32320 1.44351 0.83109 -0.0010
C -1.67400 1.50962 -0.55317 0.0034
C -4.08997 -0.13677 0.14919 -0.0081
C -3.85006 -1.36287 1.04873 0.0286
H -6.46066 1.52858 2.80282 0.0000
H -6.34132 0.20519 1.68634 0.0000
H -6.36973 1.89564 1.07854 0.0000
H -4.20308 2.27543 2.50833 -0.0001
H -4.23673 0.52075 2.76855 -0.0004
H -2.25171 2.45622 1.23888 -0.0003
H -1.72602 0.81041 1.49391 -0.0001
H -0.67906 1.95727 -0.53303 -0.0001
H -1.59665 0.56913 -1.09614 0.0022
H -2.22433 2.23739 -1.15792 0.0002
H -3.46588 -0.25537 -0.73594 0.0034
H -5.09233 -0.11194 -0.28599 -0.0006
H -4.44086 -1.44806 1.95966 0.0009
H -2.79233 -1.33927 1.32089 -0.0027
H -3.91539 -2.29996 0.48936 -0.0009

134
Properties=species:S:1:pos:R:3:mulliken_spin:R:1 method="wB97M-V/def2-TZVPD" multiplicity=3 lumo_ev="-1.9 / -3.2" charge=+1 homo_lumo_gap_ha="0.3064 / 0.2609" s2=2.005
K 22.51230 21.73867 16.69703 0.0056
K 22.05374 16.23274 10.99890 -0.0032
K 18.49129 23.66758 14.80906 -0.0009
Pt 19.57755 19.44408 15.25441 1.6161
S 19.34616 21.45329 17.27567 0.0263
O 18.59911 21.27133 15.95221 0.0815
O 20.32091 20.22401 17.13356 0.1388
O 20.15720 22.69169 17.14419 0.0046
O 18.54751 21.33592 18.50757 0.0105
S 21.16984 18.67202 13.19742 -0.0792
O 22.45784 18.02921 13.12923 0.0154
O 21.35336 20.01236 13.92883 0.0718
O 20.42267 18.79038 11.96615 0.0190
O 20.35180 17.83755 14.18517 0.0654
C 19.58966 15.57195 8.29251 0.0000
O 20.21586 16.84556 8.18894 0.0000
C 21.41466 17.08287 7.42509 0.0000
C 21.94197 18.48934 7.75198 -0.0001
N 22.20442 18.66828 9.17422 0.0002
C 23.33228 19.52072 9.48020 -0.0003
C 24.34794 18.76856 10.34510 0.0009
O 24.35777 17.38459 9.94839 0.0001
C 25.50207 16.72513 10.50360 -0.0001
H 20.25892 14.70715 8.46233 0.0000
H 19.09604 15.26477 7.33849 0.0000
H 18.81344 15.68964 9.05129 0.0000
H 21.24528 16.95664 6.35126 0.0000
H 22.13791 16.28435 7.72711 0.0000
H 21.19374 19.24173 7.32124 0.0000
H 22.88749 18.47835 7.13801 0.0000
H 21.33868 18.89954 9.69326 -0.0004
H 23.15176 20.47593 9.91173 0.0002
H 23.79152 19.79323 8.50306 0.0000
H 24.18049 18.86549 11.44758 -0.0001
H 25.36202 19.15074 10.19581 -0.0001
H 25.61688 17.08495 11.54776 0.0000
H 26.37088 16.97414 9.95838 0.0000
H 25.31083 15.66713 10.47388 0.0000
C 24.62064 20.58886 13.77389 0.0014
O 24.42432 20.28176 15.15545 -0.0002
C 24.45388 18.92338 15.69845 -0.0006
C 24.67996 18.96092 17.19386 -0.0004
N 23.54769 19.38156 17.98274 -0.0003
C 23.78838 19.23876 19.43505 -0.0022
C 22.62409 19.76594 20.25298 0.0024
O 22.72321 21.20346 20.24721 -0.0006
C 21.99419 21.73078 21.32771 0.0004
H 25.67908 20.33533 13.65696 0.0002
H 24.51834 21.64553 13.67645 -0.0012
H 23.90110 20.09822 13.04154 -0.0021
H 25.31229 18.35250 15.29733 0.0000
H 23.62885 18.34052 15.38492 -0.0009
H 25.49056 19.66485 17.30260 0.0000
H 24.99788 17.91170 17.35652 0.0000
H 22.77858 18.74776 17.83853 -0.0004
H 24.66363 19.81040 19.78277 0.0000
H 23.93413 18.22041 19.82956 -0.0001
H 22.76270 19.43360 21.28004 0.0003
H 21.66184 19.45633 19.79605 -0.0009
H 20.94999 21.34365 21.32988 -0.0001
H 21.87894 22.80700 21.26573 0.0000
H 22.45244 21.40357 22.30361 0.0000
C 19.72400 22.33390 8.18276 0.0000
O 19.31420 22.56535 9.47007 0.0000
C 19.27448 21.34905 10.25885 0.0019
C 18.88544 21.74815 11.67452 -0.0066
N 19.90089 22.43630 12.48330 -0.0047
C 20.53295 23.62441 11.92133 -0.0016
C 21.42160 24.36507 12.86467 0.0013
O 20.70204 25.04827 13.86554 0.0000
C 21.51008 26.05975 14.51415 0.0000
H 19.19174 21.57503 7.61934 0.0000
H 20.81827 22.06748 8.12882 0.0000
H 19.72290 23.26317 7.63967 0.0000
H 20.31041 20.98882 10.23954 -0.0007
H 18.55991 20.56528 9.80567 -0.0003
H 18.47392 20.95325 12.26915 0.0088
H 18.03481 22.54120 11.61048 0.0006
H 20.63145 21.66396 12.64374 0.0059
H 19.71148 24.29143 11.50443 -0.0003
H 21.13454 23.36798 11.11078 -0.0002
H 22.09907 25.02938 12.31006 0.0000
H 22.03959 23.58372 13.39240 -0.0001
H 22.42552 25.60809 14.87418 0.0000
H 20.90082 26.52031 15.32768 0.0000
H 21.69623 26.73542 13.68472 0.0000
C 24.49154 14.27152 13.03706 0.0000
O 23.12654 14.45616 12.65941 -0.0001
C 22.31089 13.75272 13.60936 -0.0001
C 20.85763 13.73034 13.22268 0.0000
N 20.55149 15.12194 12.87490 -0.0007
C 19.19063 15.29195 12.28028 0.0021
C 17.98417 14.43534 12.88246 -0.0001
O 16.89616 14.57191 12.02023 0.0001
C 15.69254 14.15562 12.62954 0.0000
H 25.07773 15.01333 12.50608 0.0001
H 24.84845 13.21171 12.80328 0.0000
H 24.66320 14.45878 14.12228 0.0000
H 22.38688 14.22580 14.56957 0.0001
H 22.70214 12.74837 13.80207 0.0000
H 20.19777 13.37076 14.05336 0.0000
H 20.62461 13.00821 12.35126 0.0001
H 20.56428 15.69576 13.69581 0.0002
H 19.32638 14.90594 11.28964 0.0001
H 18.86345 16.36339 12.31156 -0.0035
H 17.66255 14.76001 13.89992 0.0003
H 18.19181 13.33459 13.00528 -0.0001
H 15.56897 14.67810 13.57903 0.0000
H 15.62265 13.09817 12.92760 0.0000
H 14.86852 14.39594 11.94788 0.0000
C 16.66432 17.73891 12.88371 -0.0196
O 16.12240 17.13780 14.06829 -0.0051
C 16.11444 18.00923 15.17390 -0.0018
C 15.12641 17.39072 16.13994 0.0086
N 13.77257 17.62502 15.69640 0.0003
C 12.87730 16.89306 16.63072 0.0001
C 11.46387 16.78870 16.02993 0.0001
O 11.46551 16.14439 14.78533 0.0000
C 10.32188 15.33230 14.42772 0.0000
H 16.17080 18.63779 12.64389 -0.0014
H 16.48173 17.05772 12.03849 0.0007
H 17.71532 17.92078 12.92047 0.0243
H 15.84525 19.03151 14.90637 -0.0061
H 17.09444 17.98841 15.78648 0.0303
H 15.29779 17.84338 17.15669 0.0006
H 15.41942 16.28097 16.25322 -0.0003
H 13.66666 17.23234 14.77756 0.0000
H 12.98834 17.44705 17.57621 0.0000
H 13.30550 15.82085 16.71686 0.0000
H 11.06183 17.80246 15.93393 0.0000
H 10.88563 16.16842 16.70934 0.0000
H 10.56165 14.99823 13.39966 0.0000
H 9.30598 15.86020 14.44033 0.0000
H 10.24963 14.50436 15.16998 0.0000